Record 1
C7H34O13 | wB97M-V/def2-TZVPD

Each line ends with the Löwdin charge.
Atoms and positions in Å:
O (-8.01148, 5.32688, 7.05819)  -0.087
C (-7.80055, 6.45898, 6.19473)  -0.239
C (-7.35288, 6.19238, 4.71219)  -0.228
O (-8.44491, 5.82082, 3.89296)  -0.106
H (-8.84069, 4.81722, 6.81377)  0.075
H (-8.63934, 7.17862, 6.09743)  0.109
H (-6.92041, 6.92753, 6.62521)  0.101
H (-6.66229, 5.38078, 4.68735)  0.099
H (-6.80136, 7.12518, 4.35796)  0.132
H (-8.99803, 5.11395, 4.31166)  0.063
O (-6.85351, 9.71973, 6.81481)  -0.076
C (-8.06938, 10.42827, 6.48722)  -0.230
C (-8.92779, 10.43025, 7.78166)  -0.190
O (-9.41014, 9.06819, 7.97248)  -0.084
H (-6.44963, 9.67088, 5.93943)  0.082
H (-7.95520, 11.47493, 6.15934)  0.119
H (-8.61875, 9.83565, 5.76251)  0.098
H (-9.81829, 11.05572, 7.66433)  0.110
H (-8.32483, 10.78925, 8.60926)  0.115
H (-8.68718, 8.53751, 8.28563)  0.068
O (-11.61981, 10.18330, 5.64230)  -0.113
C (-12.74891, 11.01059, 5.73593)  -0.216
C (-13.70965, 10.64850, 4.60542)  -0.283
O (-14.37190, 9.50211, 4.87186)  -0.038
H (-10.98372, 10.57006, 5.02566)  0.013
H (-13.29517, 10.78137, 6.65634)  0.126
H (-12.48341, 12.07211, 5.77467)  0.121
H (-13.09092, 10.48555, 3.71279)  0.120
H (-14.45797, 11.38629, 4.40848)  0.114
H (-13.93820, 8.67200, 4.80964)  0.038
C (-12.73199, 4.44294, 3.31335)  -0.077
O (-12.85740, 4.75599, 4.78052)  -0.159
H (-11.94374, 4.88052, 2.73773)  0.047
H (-12.63850, 3.36300, 3.32291)  0.076
H (-13.67111, 4.82216, 2.82547)  0.100
H (-13.21939, 5.65445, 4.81128)  0.052
O (-10.76147, 7.18919, 2.10099)  -0.051
H (-10.01262, 6.62218, 2.36564)  0.049
H (-11.10217, 7.58984, 2.90068)  0.016
O (-10.13945, 3.79140, 5.30324)  -0.061
H (-11.03441, 4.23474, 5.21621)  0.043
H (-10.22479, 2.88526, 4.98773)  0.061
O (-9.84277, 9.67273, 1.60291)  -0.060
H (-10.76698, 9.87557, 1.41753)  0.056
H (-9.91353, 8.75653, 1.89999)  -0.003
O (-11.15558, 6.31092, 7.64983)  -0.042
H (-11.07333, 7.21003, 7.96770)  0.021
H (-11.90032, 5.89704, 8.12264)  0.061
O (-10.22137, 11.26944, 3.80909)  -0.036
H (-10.16165, 12.20889, 3.62887)  0.075
H (-9.72908, 10.77942, 3.12200)  0.039
O (-12.22849, 7.67891, 4.87861)  -0.073
H (-11.87396, 8.52597, 5.28883)  0.045
H (-11.91536, 6.97923, 5.44388)  0.006

For the LUMO energy, the calculation gives 0.3 eV. For the frontier orbital gap, the calculation gives 9.8 eV. The SMILES is OCCO.OCCO.OCCO.CO.O.O.O.O.O.O. Its HOMO energy is -9.47 eV. The multiplicity is 1. Its net charge is 0.


Record 2
C8H24BKO4 | wB97M-V/def2-TZVPD

Each line ends with the Löwdin charge.
Atoms and positions in Å:
K (-0.99026, -0.21177, 0.18023)  0.837
B (-2.62711, 1.17642, 2.30595)  -0.448
H (-2.50382, 1.50548, 1.20455)  -0.121
H (-1.58806, 1.04260, 2.83258)  -0.082
H (-3.30189, 1.91969, 2.89460)  -0.064
H (-3.05201, 0.08091, 2.32358)  -0.065
C (0.43473, -0.76679, 3.64736)  -0.079
O (0.46424, -1.39856, 2.36651)  -0.224
C (1.73838, -1.42756, 1.78847)  -0.226
C (1.75559, -2.51493, 0.72962)  -0.190
O (0.69152, -2.31283, -0.19756)  -0.277
C (0.59702, -3.42858, -1.06458)  -0.104
H (0.31862, 0.31095, 3.48125)  0.072
H (1.35956, -0.91871, 4.20852)  0.086
H (-0.44659, -1.07722, 4.19948)  0.099
H (2.55519, -1.68354, 2.47458)  0.130
H (1.98858, -0.45124, 1.35012)  0.131
H (1.52243, -3.48491, 1.19344)  0.131
H (2.75370, -2.64967, 0.29772)  0.134
H (-0.15250, -3.22940, -1.82681)  0.093
H (0.21279, -4.27882, -0.48474)  0.096
H (1.54928, -3.75512, -1.48551)  0.094
C (-2.54458, 2.48684, -1.63742)  -0.086
O (-1.29493, 1.89215, -1.32475)  -0.294
C (-0.24869, 2.49874, -2.06061)  -0.218
C (1.07078, 2.05824, -1.49401)  -0.155
O (1.12697, 0.61611, -1.41769)  -0.267
C (1.18069, -0.02884, -2.67475)  -0.089
H (-3.35777, 1.90163, -1.22317)  0.093
H (-2.66328, 2.59958, -2.72087)  0.091
H (-2.57346, 3.49804, -1.22157)  0.101
H (-0.28733, 3.58823, -1.91870)  0.137
H (-0.37338, 2.31137, -3.12919)  0.126
H (1.24135, 2.34062, -0.45919)  0.138
H (1.89639, 2.39218, -2.12780)  0.131
H (0.22805, 0.10955, -3.19749)  0.093
H (1.35720, -1.08295, -2.48499)  0.078
H (1.96260, 0.37209, -3.32719)  0.097

For the LUMO energy, the calculation gives -0.1 eV. For the frontier orbital gap, the calculation gives 7.9 eV. Its HOMO energy is -7.95 eV. The multiplicity is 1. Its net charge is 0.


Record 3
C23H65O13 | wB97M-V/def2-TZVPD

Each line ends with the Löwdin charge.
Atoms and positions in Å:
C (50.69400, 48.42900, 21.93400)  -0.714
O (51.42200, 48.39800, 22.88300)  0.014
O (51.01600, 47.96700, 20.66100)  0.022
O (49.51200, 48.93800, 22.01700)  -0.050
H (51.96600, 47.42600, 20.62400)  0.176
C (52.65100, 46.86300, 25.62800)  -0.197
O (52.35200, 46.19300, 24.38200)  -0.043
H (53.68800, 46.49700, 25.94600)  0.108
H (51.98300, 46.78500, 26.36400)  0.049
H (52.92000, 47.91300, 25.63900)  0.124
H (51.81300, 46.77500, 23.91200)  0.046
C (46.20900, 49.85200, 21.93500)  -0.197
O (47.32500, 50.55600, 21.64500)  -0.064
H (45.61300, 50.17400, 22.80100)  0.073
H (46.27200, 48.75200, 21.75100)  0.093
H (45.55200, 50.17400, 21.14700)  0.062
H (48.05700, 50.11900, 21.88000)  -0.041
C (54.21900, 46.47100, 24.58400)  -0.353
O (54.57900, 45.48600, 23.73300)  0.025
H (53.72200, 47.41200, 24.17800)  0.081
H (55.02800, 46.81500, 24.78100)  0.023
H (53.55600, 45.83500, 25.25800)  0.108
H (55.43300, 45.69700, 23.24400)  0.129
C (50.26900, 51.51000, 19.92500)  -0.170
O (49.48500, 52.68900, 19.93000)  -0.133
H (50.82400, 51.43000, 19.08000)  0.017
H (49.54200, 50.63200, 20.20500)  0.106
H (51.15600, 51.42000, 20.61000)  0.086
H (48.82600, 52.57100, 20.68000)  0.097
C (53.74600, 50.16100, 19.12000)  -0.044
C (55.18300, 50.24000, 19.39800)  -0.507
C (55.94900, 51.09400, 18.31100)  -0.035
O (55.23300, 51.03700, 20.53000)  -0.081
H (53.65200, 49.56300, 18.26200)  0.062
H (53.48700, 51.11900, 18.84600)  0.070
H (53.09200, 49.63000, 19.70800)  0.054
H (55.68800, 49.38400, 19.45400)  0.069
H (57.13400, 51.24400, 18.49700)  0.120
H (55.36700, 52.16300, 18.10900)  0.144
H (56.01300, 50.49600, 17.54900)  -0.026
H (54.60900, 50.52200, 21.17300)  0.096
C (48.89000, 44.58900, 21.24600)  -0.082
C (47.88000, 45.77400, 20.98200)  -0.429
C (46.49200, 45.16800, 20.53100)  -0.063
O (47.84800, 46.49700, 22.21700)  -0.079
H (48.46900, 43.84000, 21.96700)  0.083
H (49.97700, 44.73500, 21.58800)  0.084
H (49.17100, 44.27800, 20.25200)  0.049
H (48.35100, 46.48700, 20.12500)  0.169
H (45.80000, 46.13100, 20.28300)  0.119
H (45.98200, 44.47600, 21.11000)  0.028
H (46.48300, 44.65300, 19.56900)  0.058
H (48.31400, 47.31600, 22.14900)  0.014
C (54.96900, 48.90400, 23.85000)  -0.040
C (54.10300, 50.25500, 23.88700)  -0.367
C (55.05900, 51.42600, 23.92700)  -0.063
O (53.39600, 50.23400, 22.61900)  -0.101
H (54.37500, 48.15100, 23.68700)  -0.069
H (55.69300, 48.61900, 24.69700)  0.125
H (55.82000, 49.12300, 23.19300)  0.098
H (53.35100, 50.23900, 24.68700)  0.140
H (55.51700, 51.70600, 23.08000)  0.021
H (55.65300, 51.34000, 24.87500)  0.101
H (54.72300, 52.46800, 24.05800)  0.085
H (52.70000, 49.47600, 22.69300)  0.081
C (54.95500, 45.11600, 21.71300)  -0.092
C (55.25300, 46.37000, 20.96800)  -0.459
C (55.56000, 46.22900, 19.54700)  -0.095
O (53.95400, 47.09400, 21.08900)  -0.046
H (54.54400, 45.52300, 22.64200)  -0.151
H (55.91500, 44.57200, 22.00800)  0.125
H (54.32400, 44.52500, 21.11900)  0.084
H (56.09900, 47.05100, 21.40200)  0.167
H (56.50300, 45.64300, 19.50700)  0.083
H (55.71500, 47.22600, 18.87700)  0.117
H (54.85400, 45.55600, 18.99200)  0.091
H (53.83700, 47.37500, 21.94000)  -0.006
C (49.08400, 47.52300, 26.02200)  -0.090
C (48.64000, 48.60700, 25.13900)  -0.474
C (47.47800, 49.54000, 25.90700)  -0.025
O (49.68900, 49.47600, 24.80400)  -0.075
H (49.96700, 47.66700, 26.69500)  0.073
H (49.47800, 46.63600, 25.51700)  0.072
H (48.32200, 47.17800, 26.79200)  0.092
H (48.40800, 48.06600, 24.36000)  0.054
H (46.82500, 50.23300, 25.19700)  0.077
H (48.13400, 50.24000, 26.59200)  0.115
H (46.63300, 48.91300, 25.95300)  0.023
H (50.12800, 49.06800, 23.99500)  0.065
C (51.84700, 47.65900, 17.25700)  0.033
C (50.57000, 48.55900, 17.09900)  -0.375
C (50.06800, 48.53700, 15.68000)  -0.013
O (49.60500, 48.01800, 18.01500)  -0.057
H (51.65200, 46.88600, 16.87900)  -0.016
H (51.87200, 47.63100, 18.26300)  0.042
H (52.47100, 48.27500, 16.95400)  0.002
H (50.81500, 49.41600, 17.55300)  0.085
H (50.00900, 47.77400, 15.17800)  -0.027
H (50.64500, 49.14500, 14.92500)  0.106
H (49.20200, 49.24100, 15.64400)  0.104
H (49.85800, 48.00800, 18.93400)  0.032

For the LUMO energy, the calculation gives 2.3 eV. For the frontier orbital gap, the calculation gives 7.6 eV. Its HOMO energy is -5.30 eV. The multiplicity is 1. Its net charge is -1.


Record 4
C33H43N3O2P2Si2Tc | wB97M-V/def2-TZVPD

Each line ends with the Mulliken spin population.
Atoms and positions in Å:
Tc (-1.39551, -0.42855, -0.16188)  2.653
C (-2.42333, -3.04773, 1.36865)  0.032
Si (-1.53617, -1.92750, 2.59673)  -0.020
C (-2.71509, -0.72414, 3.35653)  0.008
C (-0.56190, -2.84286, 3.85691)  0.001
N (-0.48794, -0.95480, 1.53070)  0.055
P (1.04378, -1.23543, 0.98741)  -0.141
C (0.61172, -0.68109, -0.61703)  0.277
P (0.80622, 0.96958, -1.17047)  -0.043
N (-0.78502, 1.32491, -0.92189)  0.074
Si (-1.76371, 2.58670, -1.76159)  -0.001
C (-2.17517, 2.00690, -3.47401)  0.006
C (-3.25186, 2.83030, -0.66693)  0.008
C (-0.76174, 4.14283, -1.82827)  0.003
C (1.30335, 1.04890, -2.87754)  0.007
C (1.11056, -0.08775, -3.67018)  0.003
C (1.41929, -0.04767, -5.01862)  0.000
C (1.91915, 1.11931, -5.57963)  0.001
C (2.11221, 2.25404, -4.79913)  0.001
C (1.81094, 2.22429, -3.44625)  0.000
C (1.86378, 2.04463, -0.22061)  0.009
C (3.22501, 2.16092, -0.52166)  0.004
C (4.03559, 2.96648, 0.26422)  0.001
C (3.49254, 3.65347, 1.34405)  0.002
C (2.14389, 3.52646, 1.65565)  -0.004
C (1.32720, 2.71923, 0.87914)  -0.006
C (1.48042, -2.97344, 0.94369)  0.020
C (0.95069, -3.79174, -0.06675)  0.001
C (1.21646, -5.15206, -0.06449)  0.000
C (2.01757, -5.69952, 0.93151)  0.001
C (2.55463, -4.89303, 1.92548)  0.001
C (2.29087, -3.53267, 1.93496)  0.000
C (2.25200, -0.46775, 2.04135)  0.005
C (1.83472, 0.16885, 3.21050)  0.007
C (2.78257, 0.66792, 4.09167)  0.001
C (4.13433, 0.55333, 3.79255)  0.001
C (4.55033, -0.05617, 2.61234)  0.000
C (3.61218, -0.57343, 1.73486)  -0.005
H (-3.48892, -3.16500, 1.58937)  0.002
H (-1.96282, -4.04039, 1.34780)  0.003
H (-2.35061, -2.68271, 0.32365)  -0.013
H (-3.62461, -1.21941, 3.72149)  0.001
H (-3.01173, 0.05728, 2.64696)  -0.003
H (-2.24078, -0.23274, 4.21579)  0.001
H (-1.23597, -3.17130, 4.66025)  0.000
H (0.20791, -2.20599, 4.30922)  0.000
H (-0.07941, -3.72863, 3.43357)  0.000
H (-2.15080, 0.91852, -3.53996)  0.001
H (-1.44389, 2.40761, -4.18638)  0.000
H (-3.16766, 2.35187, -3.79787)  -0.001
H (-3.47604, 1.94036, -0.06744)  -0.002
H (-4.15209, 3.10014, -1.23570)  0.002
H (-3.05547, 3.64774, 0.03450)  0.003
H (-0.22709, 4.23875, -2.77879)  0.000
H (-0.03784, 4.20490, -1.00901)  -0.002
H (-1.43257, 5.00722, -1.73736)  0.000
H (0.72629, -0.99554, -3.22207)  0.005
H (1.27480, -0.92871, -5.63396)  0.000
H (2.16235, 1.14571, -6.63588)  0.000
H (2.50061, 3.16150, -5.24440)  0.000
H (1.95335, 3.11290, -2.84198)  0.000
H (3.65199, 1.62180, -1.36063)  0.000
H (5.09046, 3.06517, 0.03040)  0.000
H (4.12632, 4.29372, 1.94855)  0.000
H (1.73044, 4.05899, 2.50549)  0.000
H (0.27361, 2.61612, 1.11174)  -0.002
H (0.35517, -3.35361, -0.85606)  0.005
H (0.81448, -5.78538, -0.84652)  0.000
H (2.23078, -6.76297, 0.92804)  0.000
H (3.18239, -5.32571, 2.69385)  0.000
H (2.70507, -2.91012, 2.71907)  0.000
H (0.77563, 0.27252, 3.42340)  -0.003
H (2.46812, 1.15481, 5.00725)  0.000
H (4.87204, 0.94325, 4.48463)  0.000
H (5.60746, -0.13600, 2.38257)  0.000
H (3.93693, -1.07273, 0.82488)  0.000
N (-6.51898, -0.62964, -1.13098)  0.000
C (-5.37489, -0.50565, -2.02600)  0.001
C (-4.12855, -0.49194, -1.17786)  0.012
O (-4.33052, -0.55130, 0.09850)  0.008
O (-2.97493, -0.41667, -1.63547)  0.020
H (-7.16469, 0.14510, -1.20974)  0.000
H (-5.34849, -0.62131, 0.15441)  0.000
H (-7.03509, -1.48681, -1.27311)  0.000
H (-5.38799, 0.42135, -2.59751)  0.000
H (-5.28833, -1.31878, -2.74264)  0.001

For the LUMO energy (alpha / beta), the calculation gives -6.0 / -6.3 eV. For the frontier orbital gap (alpha / beta), the calculation gives 7.6 / 7.7 eV. Its HOMO energy (alpha / beta) is -13.57 / -14.01 eV. The multiplicity is 4. Its net charge is +2.